Model one:
# C3H10N2O

2 unconnected molecules or ions with the total composition C3H10N2O (wB97M-V/def2-TZVPD, the Open Molecules 2025 dataset).

Each line ends with the Mulliken spin population.
Atoms and positions in Å:
C1 1.71785 0.95118 -0.29517  0.01
C2 0.29119 0.68370 0.29084  0.32
C3 -0.74244 0.99465 -0.52151  0.27
N1 -2.10036 0.80522 -0.51345  0.24
N2 0.02532 0.09743 1.58785  0.10
H1 1.92282 0.14161 -1.03907  0.03
H2 1.83953 1.95430 -0.84849  0.01
H3 2.48267 0.88391 0.52830  0.00
H4 -0.49330 1.57521 -1.58312  0.00
H5 -2.46095 0.47142 0.27693  -0.01
H6 -2.30567 0.19892 -1.31054  0.01
H7 -0.08646 -0.95993 1.36549  0.03
H8 0.79289 0.27076 2.26179  -0.01
H9 -0.83401 -2.93702 -0.55905  0.00
H10 0.08420 -2.73767 0.61668  0.00
O1 -0.13329 -2.39369 -0.25747  0.00

Values from the calculation:
Kohn-Sham gap (spin up / spin down), Ha: 0.4069 / 0.3002
Spin multiplicity: 2
HOMO (spin up / spin down), eV: -14.31 / -15.32
Total charge: +1

***

Model two:
# C3H10N2O

A gas-phase ion, C3H10N2O (charge +1) (wB97M-V/def2-TZVPD, the Open Molecules 2025 dataset).

Each line ends with the Mulliken spin population.
Atoms and positions in Å:
C1 -0.42634 0.82551 0.35303  -0.01
N1 0.09480 -0.36758 0.92021  0.74
C2 -0.56610 -1.63075 1.05724  -0.02
O1 0.23445 -2.60068 0.47711  0.05
C3 0.51699 1.51938 -0.65421  0.05
N2 0.02932 1.21799 -1.97405  0.05
H1 -0.75384 1.47047 1.17205  0.09
H2 -1.37591 0.59447 -0.15098  0.04
H3 1.10857 -0.43821 0.94511  -0.03
H4 -0.80084 -1.89514 2.10114  0.04
H5 -1.51917 -1.61488 0.54037  0.02
H6 0.74314 -3.07229 1.14844  0.00
H7 0.47908 2.58828 -0.50619  0.00
H8 1.55006 1.19681 -0.48628  -0.01
H9 0.33690 0.30662 -2.29332  0.00
H10 0.34889 1.90001 -2.64967  0.00

Values from the calculation:
Kohn-Sham gap (spin up / spin down), Ha: 0.4039 / 0.2212
Spin multiplicity: 2
HOMO (spin up / spin down), eV: -14.03 / -13.82
Total charge: +1

***

Stability, descending: model two, model one